[1]
ORCA calculation (wB97M-V/def2-TZVPD) on a gas-phase ion, C5H9N2 (charge +1).

XYZ file:
```
16
C5H9N2 | the OMol25 dataset | wB97M-V/def2-TZVPD
C -0.19 0.30 -1.59
C -1.21 0.80 -0.88
C 1.15 0.52 0.50
C 0.68 -0.46 -0.55
C -1.18 0.66 0.54
N -0.05 0.93 1.24
N -0.32 -1.38 0.16
H -0.07 0.35 -2.63
H -1.97 1.09 -1.53
H 1.72 0.04 1.30
H 1.82 1.33 0.11
H 1.60 -0.95 -0.97
H -2.01 0.55 1.14
H -0.24 0.80 2.31
H -0.97 -1.92 -0.38
H 0.01 -1.97 0.95
```

Highest occupied orbital energy: -14.36 eV
Electronic energy: -305.10497 Ha
Net charge: +1
Molar mass: 97.14 g/mol

***

[2]
ORCA calculation (wB97M-V/def2-TZVPD) on a gas-phase ion, C5H9N2 (charge +1).

XYZ file:
```
16
C5H9N2 | the OMol25 dataset | wB97M-V/def2-TZVPD
C -2.51 0.54 -0.50
C 3.33 0.93 -0.23
C 1.08 -0.04 -0.10
C -1.47 -0.15 -0.07
C -1.32 -1.42 0.72
N 2.26 0.39 0.20
N 0.02 0.59 -0.30
H -2.50 1.49 -1.14
H -3.54 0.30 -0.44
H 4.16 1.00 0.50
H 3.47 1.03 -1.26
H 1.11 -1.17 0.16
H -2.32 -1.84 0.72
H -1.00 -1.21 1.75
H -0.61 -2.11 0.16
H -0.17 1.67 -0.17
```

Highest occupied orbital energy: -14.15 eV
Electronic energy: -305.07280 Ha
Net charge: +1
Molar mass: 97.14 g/mol

***

[3]
ORCA calculation (wB97M-V/def2-TZVPD) on a gas-phase ion, C5H9N2 (charge +1).

XYZ file:
```
16
C5H9N2 | the OMol25 dataset | wB97M-V/def2-TZVPD
C -1.58 0.07 0.16
C 0.24 1.85 0.63
C 0.10 0.16 0.26
C 1.38 -1.72 -0.69
C 0.48 -0.57 -0.92
N -1.10 2.16 0.91
N -2.01 1.34 0.75
H -1.88 -0.65 0.93
H 0.90 2.00 1.59
H 0.47 2.30 -0.36
H 0.53 -0.36 1.15
H 0.71 -2.51 -0.24
H 2.04 -1.50 0.04
H 1.63 -2.23 -1.56
H -2.19 -0.15 -0.69
H 0.28 -0.19 -1.98
```

Highest occupied orbital energy (spin up / spin down): -14.15 / -14.15 eV
Electronic energy: -304.99849 Ha
Net charge: +1
Molar mass: 97.14 g/mol

***

[4]
ORCA calculation (wB97M-V/def2-TZVPD) on a gas-phase ion, C5H9N2 (charge +1).

XYZ file:
```
16
C5H9N2 | the OMol25 dataset | wB97M-V/def2-TZVPD
C 1.58 -0.11 -0.10
C 1.64 -1.20 0.94
C -0.04 1.22 -0.82
C -0.61 0.07 0.15
C -1.94 -0.54 -0.16
N 1.40 1.16 -0.38
N 0.47 -0.85 0.10
H 1.91 -2.18 0.85
H 1.77 -0.87 2.05
H -0.11 0.91 -1.87
H -0.55 2.17 -0.67
H -0.57 0.60 1.16
H -2.68 -0.57 0.71
H -1.81 -1.60 -0.26
H -2.44 -0.08 -1.08
H 2.00 1.86 -0.63
```

Highest occupied orbital energy: -15.21 eV
Electronic energy: -305.05847 Ha
Net charge: +1
Molar mass: 97.14 g/mol

***

[5]
ORCA calculation (wB97M-V/def2-TZVPD) on a gas-phase ion, C5H9N2 (charge +1).

XYZ file:
```
16
C5H9N2 | the OMol25 dataset | wB97M-V/def2-TZVPD
C -0.14 1.59 0.33
C -1.38 1.71 0.45
C 0.13 -0.53 0.56
C -1.18 -0.61 -0.38
C 2.06 0.86 -0.44
N 0.79 0.74 0.36
N -2.08 0.61 -0.22
H -0.30 -0.44 1.55
H 0.77 -1.32 0.47
H -0.77 -0.41 -1.33
H -1.77 -1.57 -0.17
H 1.98 1.69 -1.09
H 2.87 1.05 0.27
H 2.30 0.00 -1.00
H -2.95 0.37 0.29
H -2.22 0.75 -1.21
```

Highest occupied orbital energy: -13.64 eV
Electronic energy: -304.98967 Ha
Net charge: +1
Molar mass: 97.14 g/mol

***

[6]
ORCA calculation (wB97M-V/def2-TZVPD) on a gas-phase ion, C5H9N2O (charge +1).

XYZ file:
```
17
C5H9N2O | the OMol25 dataset | wB97M-V/def2-TZVPD
C -1.63 -0.51 0.53
C -2.48 -0.77 -0.42
C 1.17 0.46 0.68
C 0.28 0.05 1.89
C 0.94 -0.40 -0.46
N -1.04 -0.20 1.57
N 0.73 0.22 -1.60
O -3.27 0.07 -1.12
H -2.49 -1.73 -0.91
H 0.98 1.49 0.33
H 2.22 0.31 0.92
H 0.70 -0.83 2.34
H 0.24 0.77 2.69
H 1.00 -1.54 -0.34
H 0.80 -0.18 -2.46
H 0.97 1.27 -1.48
H -3.51 0.74 -0.43
```

Highest occupied orbital energy (spin up / spin down): -11.92 / -11.92 eV
Electronic energy: -380.30360 Ha
Net charge: +1
Molar mass: 113.14 g/mol

***

[7]
ORCA calculation (wB97M-V/def2-TZVPD) on a gas-phase ion, C5H9N2O (charge +1).

XYZ file:
```
17
C5H9N2O | the OMol25 dataset | wB97M-V/def2-TZVPD
C -0.28 -0.66 2.32
C -1.26 0.42 -1.23
C -0.33 0.30 1.18
C -0.40 0.18 -2.26
C 1.01 0.88 0.84
N -0.31 -1.48 3.16
N 0.57 -0.82 -2.29
O -1.12 -0.20 0.02
H -1.98 1.11 -1.25
H -1.00 1.04 1.79
H -0.46 0.68 -3.19
H 0.73 1.41 -0.13
H 1.79 0.09 0.51
H 1.31 1.46 1.64
H 0.16 -1.84 3.98
H 1.19 -0.88 -3.22
H 0.37 -1.70 -1.89
```

Highest occupied orbital energy: -11.75 eV
Electronic energy: -380.27370 Ha
Net charge: +1
Molar mass: 113.14 g/mol

***

[8]
ORCA calculation (wB97M-V/def2-TZVPD) on C5H9N2O3PS2 in the gas phase.

XYZ file:
```
22
C5H9N2O3PS2 | the OMol25 dataset | wB97M-V/def2-TZVPD
C 0.17 -0.19 0.52
C -2.13 2.21 0.03
C 0.25 1.33 0.17
C 0.84 1.36 -1.24
C 1.20 2.07 1.14
N -0.96 2.10 0.21
N -0.60 -1.06 -0.33
O 0.78 -0.71 1.43
O -0.49 -3.30 1.13
O 0.77 -3.11 -1.00
P -0.71 -2.80 -0.35
S -3.70 2.17 -0.04
S -2.50 -3.38 -1.08
H 1.03 2.37 -1.59
H 0.32 0.86 -2.09
H 1.77 0.83 -1.08
H 0.71 1.90 2.12
H 1.25 3.20 1.07
H 2.09 1.55 1.22
H -1.37 -0.61 -0.87
H 0.16 -2.78 1.67
H 1.11 -4.01 -1.04
```

Highest occupied orbital energy: -9.27 eV
Electronic energy: -1668.97060 Ha
Molar mass: 240.25 g/mol

***

[9]
ORCA calculation (wB97M-V/def2-TZVPD) on a gas-phase ion, C5H9N2S (charge +1).

XYZ file:
```
17
C5H9N2S | the OMol25 dataset | wB97M-V/def2-TZVPD
C -1.01 -1.71 -1.18
C 1.68 1.68 -1.24
C 0.53 1.01 -1.19
C -0.12 0.37 0.00
C 0.27 1.12 1.28
N -0.59 -0.86 -0.13
N -1.99 -2.55 -0.80
S -0.34 -1.64 -2.71
H 2.26 1.74 -0.30
H 2.29 1.86 -2.16
H 0.03 0.57 -2.17
H -0.60 1.83 1.41
H 1.13 1.65 0.91
H 0.32 0.55 2.28
H -1.03 -1.13 0.79
H -2.23 -2.79 0.20
H -2.33 -3.37 -1.31
```

Highest occupied orbital energy: -12.78 eV
Electronic energy: -703.28780 Ha
Net charge: +1
Molar mass: 129.21 g/mol

***

[10]
ORCA calculation (wB97M-V/def2-TZVPD) on a gas-phase ion, C5H9N2S (charge +1).

XYZ file:
```
17
C5H9N2S | the OMol25 dataset | wB97M-V/def2-TZVPD
C 2.01 0.52 -0.83
C 2.24 -0.50 -0.09
C -0.04 -1.42 -0.18
C -0.80 -0.19 0.00
C -1.23 2.14 0.18
N -0.40 0.99 -0.17
N 1.35 -1.47 0.25
S -2.49 -0.53 0.10
H 2.12 1.53 -1.28
H 3.27 -0.85 0.29
H -0.51 -2.15 0.48
H -0.13 -1.58 -1.20
H -0.82 2.56 1.05
H -1.43 2.82 -0.63
H -2.25 1.79 0.30
H 1.43 -1.88 1.20
H -2.30 -1.80 0.55
```

Highest occupied orbital energy (spin up / spin down): -13.52 / -13.52 eV
Electronic energy: -703.18671 Ha
Net charge: +1
Molar mass: 129.21 g/mol

***

[11]
ORCA calculation (wB97M-V/def2-TZVPD) on a gas-phase ion, C5H9N2S (charge +1).

XYZ file:
```
17
C5H9N2S | the OMol25 dataset | wB97M-V/def2-TZVPD
C -0.85 1.09 0.43
C 0.34 1.56 0.95
C 1.30 -0.52 0.81
C 0.47 -0.74 -0.44
C -1.96 -0.45 -1.01
N -0.81 -0.02 -0.31
N 1.42 0.79 1.08
S 0.88 -1.45 -1.92
H -1.76 1.59 0.48
H 0.37 2.57 1.34
H 0.70 -0.93 1.56
H 2.25 -1.07 0.98
H -2.67 -0.75 -0.30
H -2.31 0.48 -1.49
H -1.56 -1.12 -1.72
H 2.32 1.21 1.00
H 1.87 -2.25 -1.44
```

Highest occupied orbital energy: -12.18 eV
Electronic energy: -703.29619 Ha
Net charge: +1
Molar mass: 129.21 g/mol

***

[12]
ORCA calculation (wB97M-V/def2-TZVPD) on C5H9N3 in the gas phase.

XYZ file:
```
17
C5H9N3 | the OMol25 dataset | wB97M-V/def2-TZVPD
C -0.80 -0.79 -0.48
C -0.19 -1.11 0.92
N -2.14 -0.40 -0.46
C 0.37 0.21 -0.66
N -2.34 0.68 0.36
C 2.14 0.08 1.05
C 0.87 0.86 -1.72
N 0.92 -0.07 0.58
H -0.71 -1.63 -1.17
H -1.61 1.41 0.31
H -3.27 1.05 0.25
H 0.19 -2.11 1.15
H -0.84 -0.73 1.71
H 2.34 -0.17 2.07
H 2.93 0.46 0.41
H 1.86 1.27 -1.73
H 0.27 0.98 -2.60
```

Highest occupied orbital energy (spin up / spin down): -8.03 / -6.25 eV
Electronic energy: -360.00693 Ha
Molar mass: 111.15 g/mol